# 1
The following is a quantum chemistry calculation of 2 unconnected molecules or ions with the total composition C4H3Cl3O2 in a non-equilibrium geometry, from the Open Molecules 2025 dataset.

Geometry as XYZ:
```
12
Properties=species:S:1:pos:R:3:forces:R:3
C -1.97232 -0.92998 -0.05943 0.026 1.392 1.836
C -1.94101 0.16092 0.48124 -0.479 -2.431 -1.451
C 0.83858 0.07144 -0.77010 -0.166 -0.508 -1.944
C 1.36570 0.89853 0.26258 1.228 3.400 3.497
O -1.91572 -2.20648 -0.27147 1.016 -0.911 -0.276
O 0.57607 -1.06358 -0.63287 -0.356 -3.271 0.973
Cl -2.00542 1.74004 0.79300 -0.061 1.495 0.362
Cl 2.95018 1.56343 -0.31400 -0.232 -0.495 0.102
Cl 1.47559 0.07730 1.85822 0.195 0.051 -0.743
H 0.76378 0.37676 -1.78254 0.057 1.757 -1.110
H 0.84708 1.84761 0.56115 -0.096 -1.141 -0.954
H -0.98252 -2.53599 -0.12578 -1.133 0.661 -0.293
```
Forces are in eV/Å.

Calculated values
HOMO-LUMO gap: 0.329 Ha
LUMO: -0.19 eV
Charge: 0
HOMO: -0.3363 Eh
M: 189.43 g/mol
Structure (SMILES): O=CC(Cl)Cl.OC#CCl
2S+1: 1
Total energy: -1685.1359 Ha

***

# 2
The following is a quantum chemistry calculation of 4 unconnected molecules or ions with the total composition C38H65ClN4O8P in a non-equilibrium geometry, from the Open Molecules 2025 dataset.

Geometry as XYZ:
```
117
Properties=species:S:1:pos:R:3:forces:R:3
O 0.39852 -3.43893 1.86850 1.148 1.978 -4.834
C 0.60632 -3.08684 0.69578 -0.460 -0.945 1.028
O 1.84113 -2.89522 0.01331 -2.687 -1.668 1.073
C 1.57184 -3.13188 -1.38945 0.787 0.667 -1.849
C 2.53486 -4.19723 -2.06428 2.590 -3.088 -1.456
C 3.42486 -5.17731 -1.29211 -0.778 0.548 -2.760
C 4.25963 -6.18410 -2.04794 -0.249 0.158 0.677
N 4.41929 -6.42091 -3.43622 -3.526 4.444 2.671
C 3.61012 -5.46812 -4.10317 -0.543 0.493 -0.221
C 2.68092 -4.39973 -3.57768 0.973 -1.171 2.462
C -0.00943 -3.35769 -1.56798 0.259 -0.363 -0.705
C -0.56275 -4.77339 -2.04379 0.167 -2.398 3.964
C -0.39190 -5.88238 -0.74473 -0.046 -2.747 -1.120
C -0.55833 -7.47995 -1.19391 1.938 4.654 1.297
O 0.81566 -6.78436 -0.81396 -4.270 0.432 -0.644
P -0.34744 -2.21413 -3.10088 -0.163 2.389 0.178
O -1.27796 -0.89751 -2.47144 0.085 -2.964 -0.835
Cl -1.54174 -3.26682 -4.53011 0.053 0.512 1.150
O -0.43686 -2.83572 -0.27268 0.822 -1.556 0.644
H 1.73398 -2.09960 -1.86617 0.280 -1.511 0.388
H 3.42319 -5.17482 -0.15255 0.107 -0.082 -1.857
H 4.86920 -6.90892 -1.39220 -1.052 1.293 -1.058
H 3.68365 -5.53492 -5.25105 -0.212 0.163 1.955
H 2.08708 -3.75046 -4.30281 1.106 -1.043 1.008
H -1.69436 -4.81977 -2.18685 1.615 0.607 -0.090
H -0.00610 -5.25128 -2.91030 -0.608 0.999 1.045
H -0.82764 -5.55762 0.31893 1.390 -0.723 -2.413
H -0.83250 -8.26173 -0.42658 0.192 1.088 -1.307
H -0.77974 -7.48185 -2.30380 0.587 -0.769 1.533
H -2.15180 -1.26479 -2.20238 0.580 0.611 0.078
C -2.49116 -2.37675 3.84160 -0.067 -0.351 0.320
C -2.07216 -0.89165 3.83700 0.359 -1.871 -1.104
C -0.68038 -0.73505 4.48143 0.065 0.379 0.403
C -0.69948 -0.85462 6.00107 -0.058 -0.012 -0.035
C -1.70879 0.11894 6.60021 0.321 0.029 -0.316
C -3.12269 -0.02992 6.00145 -1.060 -0.657 1.805
N -3.11937 -0.06032 4.50525 2.149 3.685 -0.417
O -2.96129 1.21592 4.07384 -0.932 -2.178 0.452
C -3.78111 -1.31513 6.56258 0.072 -0.331 -0.034
C -4.01354 1.10714 6.56887 0.195 0.350 -0.666
C -1.92780 -0.58421 2.32908 -0.193 0.826 0.065
H -3.45413 -2.51619 3.33992 0.053 0.132 0.095
H -1.75630 -2.98678 3.30702 -0.008 0.291 -0.030
H -2.56420 -2.81856 4.83256 -0.064 0.091 0.024
H -0.25840 0.24578 4.22137 -0.238 -0.043 -0.048
H 0.01129 -1.47800 4.07460 -0.252 -0.036 -0.196
H -0.92657 -1.88303 6.29876 -0.028 0.034 -0.009
H 0.29626 -0.63479 6.39659 -0.055 -0.043 -0.013
H -1.74345 -0.02537 7.68538 -0.283 0.027 -0.105
H -1.34227 1.14090 6.44058 -0.170 -0.044 -0.112
H -4.67301 -1.58690 5.99033 0.138 0.035 -0.025
H -4.09866 -1.17316 7.60002 0.084 0.219 -0.160
H -3.10923 -2.17203 6.59120 -0.034 0.020 -0.148
H -3.61327 2.10127 6.35618 -0.033 -0.159 -0.199
H -4.08670 1.03611 7.65770 0.145 -0.286 -0.154
H -5.02900 1.04961 6.16566 0.112 -0.006 -0.033
H -2.89065 -0.64740 1.81323 0.031 0.043 0.116
H -1.25479 -1.30233 1.85429 -0.122 -0.099 0.335
H -1.50269 0.40608 2.13864 -0.201 -0.052 0.146
C 5.89177 -1.01675 -7.60875 0.297 0.249 -0.048
C 4.81612 -1.14846 -6.50713 0.167 -0.281 -2.159
C 3.92237 0.10795 -6.49114 -0.074 0.224 0.501
C 4.59715 1.32320 -5.86607 0.033 -0.037 -0.014
C 5.11813 0.98618 -4.47333 -0.375 -0.091 -0.215
C 6.04290 -0.24860 -4.45485 1.854 0.988 0.623
N 5.46521 -1.41856 -5.18853 -3.638 -0.026 2.203
O 4.52958 -1.98132 -4.38317 1.879 0.399 -1.313
C 7.41799 0.13568 -5.05624 0.096 0.092 -0.311
C 6.37794 -0.58325 -2.97701 -0.582 -0.501 -0.088
C 3.95112 -2.33716 -7.00776 -0.073 -0.131 0.798
H 6.50308 -1.92243 -7.67112 -0.078 0.084 0.116
H 5.42470 -0.87204 -8.58813 -0.130 -0.102 0.205
H 6.56176 -0.16975 -7.48286 -0.004 -0.043 0.102
H 3.00116 -0.09818 -5.92858 0.180 -0.158 0.004
H 3.60488 0.36046 -7.50674 0.116 -0.268 -0.036
H 5.40757 1.68086 -6.50887 0.006 -0.032 0.035
H 3.87768 2.14398 -5.79617 0.058 -0.032 -0.026
H 5.64588 1.85663 -4.06936 0.155 -0.247 0.055
H 4.25842 0.81772 -3.81247 0.106 -0.169 -0.040
H 8.01425 -0.75284 -5.28378 -0.135 0.049 -0.020
H 7.99983 0.73877 -4.35278 -0.238 -0.132 0.078
H 7.34514 0.74767 -5.95458 -0.036 -0.133 -0.042
H 5.48550 -0.76772 -2.37450 0.035 -0.142 -0.216
H 6.89967 0.25062 -2.49904 -0.029 0.035 -0.355
H 7.02774 -1.46075 -2.91006 -0.108 0.038 -0.053
H 4.52380 -3.26929 -7.01071 -0.013 0.103 0.079
H 3.60566 -2.15984 -8.02988 0.235 0.223 0.095
H 3.05294 -2.48643 -6.40079 0.238 0.032 0.067
C -3.10830 7.47965 3.29349 0.149 -0.201 0.325
C -4.13767 7.06825 2.21685 0.546 1.772 1.125
C -5.49548 6.75781 2.87828 -0.232 -0.480 -0.135
C -5.52396 5.41628 3.60173 0.057 0.022 -0.030
C -5.08562 4.29562 2.66517 -0.275 0.303 -0.024
C -3.71470 4.55687 2.00835 1.143 -1.637 0.922
N -3.60728 5.92644 1.41228 -3.490 -0.394 -2.443
O -4.28178 5.91178 0.23425 1.681 0.173 1.636
C -2.59781 4.33938 3.05828 0.148 0.073 0.281
C -3.45258 3.43543 0.96875 -0.295 0.470 -0.478
C -4.30449 8.36745 1.38251 -0.132 -0.537 -0.598
H -2.15220 7.75541 2.83774 -0.121 -0.105 -0.033
H -3.46400 8.35009 3.85413 -0.098 -0.055 -0.240
H -2.91316 6.71630 4.04274 0.007 -0.065 -0.103
H -6.28737 6.75195 2.11658 0.239 0.008 -0.067
H -5.76294 7.54884 3.58471 0.229 0.127 -0.141
H -4.88802 5.45065 4.49189 0.020 -0.019 -0.043
H -6.53846 5.21587 3.95840 0.061 0.015 0.012
H -5.06109 3.35321 3.22276 0.282 0.019 -0.168
H -5.85255 4.17105 1.89009 0.173 0.090 -0.077
H -1.64134 4.74203 2.71090 -0.143 0.090 -0.008
H -2.44326 3.27386 3.25298 -0.201 0.158 -0.218
H -2.82540 4.77025 4.03291 0.025 0.117 -0.074
H -4.23391 3.37640 0.20722 0.116 0.245 0.027
H -3.42662 2.45539 1.45420 0.021 0.280 0.281
H -2.49108 3.58096 0.46725 -0.096 0.070 0.031
H -3.37826 8.62358 0.86005 -0.079 -0.108 0.023
H -4.56191 9.21106 2.02894 0.101 -0.270 0.188
H -5.10690 8.29017 0.64304 0.215 -0.158 0.047
```
Forces are in eV/Å.

Calculated values
HOMO-LUMO gap (alpha / beta): 0.317 / 0.326 Ha
Expectation value of S²: 3.76
LUMO (alpha / beta): 0.01 / -0.18 eV
Charge: 0
HOMO (alpha / beta): -0.3163 / -0.3327 Eh
M: 772.38 g/mol
2S+1: 4
Total energy: -3109.0104 Ha

***

# 3
The following is a quantum chemistry calculation of a molecular structure, C17H25CaN4OPSSe3Te, from the Open Molecules 2025 dataset.

Geometry as XYZ:
```
54
Properties=species:S:1:pos:R:3:forces:R:3
Ca 1.00701 -1.11003 -0.73620 0.036 -0.024 -0.134
Se -1.71389 -0.16997 -0.70709 0.030 -0.057 0.034
Se -1.98500 -1.11464 1.43483 0.021 0.018 -0.013
Te -0.16783 -2.85524 1.65239 -0.034 -0.016 0.037
Se 1.96370 -1.54821 1.89867 0.014 -0.017 0.054
C -3.94324 -1.78535 -3.96798 -0.008 0.004 -0.006
C -2.60080 -2.35215 -3.61814 -0.038 -0.016 0.004
C -2.50085 -3.51201 -2.85470 0.005 0.001 -0.001
C -1.27724 -4.00846 -2.44954 -0.003 0.044 -0.030
C -1.21436 -5.26622 -1.62519 -0.013 -0.024 0.025
C -0.11535 -3.28336 -2.78494 0.009 -0.050 -0.003
C 1.16601 -3.73499 -2.24302 0.016 0.080 -0.001
O 2.04991 -2.96214 -1.88973 -0.040 -0.036 0.009
C -0.18660 -2.13374 -3.59745 -0.025 0.013 0.014
C 1.02363 -1.36631 -4.07379 0.017 0.033 -0.010
C -1.43823 -1.70682 -4.01323 0.032 0.008 -0.003
H -4.70184 -2.56436 -4.03574 0.001 0.000 0.007
H -3.91494 -1.23987 -4.91070 0.010 0.001 0.004
H -4.24518 -1.08602 -3.18433 0.000 -0.006 0.001
H -3.40490 -4.03089 -2.55772 0.000 0.003 -0.002
H -2.21760 -5.65284 -1.45656 0.001 0.001 -0.005
H -0.76115 -5.08252 -0.64976 0.007 0.005 -0.002
H -0.63690 -6.04828 -2.12307 0.004 0.009 -0.005
H 1.33221 -4.81545 -2.13093 -0.005 -0.001 0.012
H 1.91234 -1.98607 -4.16321 -0.002 -0.009 0.005
H 1.27909 -0.52629 -3.41869 -0.001 -0.008 0.003
H 0.80806 -0.92568 -5.04636 -0.010 -0.007 -0.002
H -1.50817 -0.82657 -4.64246 0.000 -0.002 0.000
C 0.08221 4.13848 2.38869 0.003 0.002 -0.004
N 0.87786 3.02943 1.74722 0.043 0.027 0.024
C 2.28414 3.04460 2.31619 0.008 -0.005 0.014
N 2.26842 2.94463 3.74045 -0.003 -0.024 0.002
C 1.46098 4.02156 4.30176 -0.003 0.003 -0.009
N 0.08362 4.02367 3.81307 -0.017 -0.005 0.006
C -0.65767 2.83598 4.26943 0.013 0.056 0.006
P 0.06059 1.20515 3.71984 -0.017 -0.074 0.007
C 0.23448 1.68956 1.93773 0.101 0.098 -0.120
C 1.81016 1.62156 4.19391 0.049 0.051 0.014
H -0.92889 4.08438 1.98676 -0.005 -0.001 0.005
H 0.55137 5.07437 2.08159 -0.002 -0.002 -0.013
H 0.97887 3.23867 0.73086 -0.026 -0.012 -0.027
H 2.73443 3.98345 1.99283 -0.015 0.007 -0.002
H 2.81821 2.21040 1.86219 -0.009 -0.006 -0.003
H 1.92093 4.97554 4.03382 0.004 0.000 0.010
H 1.45060 3.92905 5.38710 -0.002 -0.002 0.001
H -1.68966 2.91086 3.91919 -0.001 -0.011 -0.008
H -0.69456 2.85420 5.36073 0.004 -0.004 0.000
H -0.72442 1.69238 1.41774 -0.024 -0.031 0.023
H 0.88392 0.97063 1.43534 -0.129 -0.074 0.107
H 2.46457 0.85138 3.78239 -0.006 -0.009 -0.014
H 1.90633 1.57621 5.28083 -0.021 0.001 -0.001
S 1.87669 3.74547 -1.22802 -0.031 -0.104 0.015
C 1.94354 2.10483 -1.27992 0.082 0.105 -0.029
N 1.99539 0.93808 -1.29712 -0.020 0.064 0.003
```
Forces are in eV/Å.

Calculated values
HOMO-LUMO gap: 0.235 Ha
LUMO: -0.47 eV
Charge: 0
HOMO: -0.2523 Eh
M: 769.01 g/mol
2S+1: 1
Total energy: -9846.6851 Ha

***

# 4
The following is a quantum chemistry calculation of a molecular structure, C12H11BrCl2GdO2 in a non-equilibrium geometry, from the Open Molecules 2025 dataset.

Geometry as XYZ:
```
29
Properties=species:S:1:pos:R:3:forces:R:3
C -1.29126 -0.87514 -1.69380 -0.224 -0.455 -0.024
C -1.62822 -1.98490 -0.87587 0.092 0.151 -0.433
C -2.61305 -1.55666 0.07043 -0.028 0.459 0.279
H -1.15656 -2.96644 -0.94362 -0.319 0.308 0.088
C -2.84513 -0.14758 -0.17017 -0.174 -0.307 -0.043
C -2.02914 0.24741 -1.25623 -0.407 -0.027 0.121
H -2.01052 1.23078 -1.74235 0.091 -0.486 0.502
H -0.65169 -0.89088 -2.58548 -0.101 0.008 0.793
H -2.93254 -2.11884 0.96638 -0.232 0.140 -0.755
H -3.49650 0.51138 0.41196 0.246 -0.351 -0.251
Gd -0.62731 -0.60796 1.10697 2.218 1.288 -1.432
Br 0.99484 -2.70803 1.57111 -0.158 -0.173 0.353
C 2.54855 1.49989 0.16506 -1.077 0.129 -1.023
C 1.63278 2.24334 -0.69020 0.371 -1.036 0.666
C 1.36586 1.44702 -1.84058 0.409 -0.636 0.714
H 1.15643 3.19581 -0.43000 0.303 -0.342 -0.205
C 2.10446 0.22424 -1.72242 -0.244 0.347 0.641
C 2.83548 0.26685 -0.48323 -0.837 0.239 -0.227
H 3.41581 -0.55641 -0.05889 -0.075 0.333 -0.223
H 2.84509 1.79831 1.16960 0.087 -0.058 -0.341
H 0.63374 1.66654 -2.61458 0.240 0.089 0.004
H 2.02967 -0.64711 -2.39156 0.192 0.550 0.266
Cl -1.36596 3.26532 4.66320 -0.148 -0.176 0.439
C -1.05920 1.51276 4.58248 -0.495 0.011 -0.114
Cl -2.59734 0.54669 4.56534 0.470 0.381 0.395
C -0.36044 1.33089 3.24494 2.324 -0.982 -1.425
O 0.89857 1.20730 3.19952 -3.476 0.174 0.309
O -1.18069 1.23252 2.22289 1.047 0.112 1.282
H -0.48143 1.16902 5.44502 -0.096 0.311 -0.355
```
Forces are in eV/Å.

Calculated values
HOMO-LUMO gap (alpha / beta): 0.123 / 0.196 Ha
Expectation value of S²: 15.93
LUMO (alpha / beta): 0.28 / 2.25 eV
Charge: -1
HOMO (alpha / beta): -0.1123 / -0.1131 Eh
M: 495.28 g/mol
2S+1: 8
Total energy: -4874.4783 Ha